The following is a quantum chemistry calculation of a 15-piece molecular cluster, C90H75F15 overall at a distorted geometry, from the Open Molecules 2025 dataset.

Energy relative to the best compared isomer or geometry (same formula, charge and spin) ... 54.9 kcal/mol
LUMO level ... 0.54 eV
E_tot ... -4972.38886 a.u.
Charge ... 0
Molar mass ... 1441.56 g mol⁻¹
Multiplicity ... 1
HOMO level ... -8.9 eV

Geometry (Å):
F: -5.62 -1.22 -0.24
C: -6.13 -1.30 -1.47
C: -7.31 -1.98 -1.76
C: -7.77 -2.07 -3.08
C: -7.15 -1.27 -4.01
C: -6.03 -0.52 -3.73
C: -5.46 -0.51 -2.45
H: -7.79 -2.51 -0.95
H: -8.74 -2.50 -3.28
H: -7.48 -1.15 -5.03
H: -5.62 0.03 -4.55
H: -4.67 0.16 -2.14
F: 2.02 3.60 -2.24
C: 2.84 4.34 -1.54
C: 4.16 4.57 -2.06
C: 4.99 5.26 -1.27
C: 4.58 5.93 -0.06
C: 3.33 5.68 0.42
C: 2.47 4.89 -0.33
H: 4.45 4.11 -2.99
H: 6.01 5.51 -1.55
H: 5.23 6.68 0.34
H: 3.09 6.15 1.36
H: 1.43 4.78 -0.05
F: -1.55 0.45 7.37
C: -0.96 -0.30 6.43
C: -1.31 -0.27 5.11
C: -0.59 -0.97 4.14
C: 0.49 -1.76 4.55
C: 0.79 -1.80 5.92
C: 0.12 -1.07 6.82
H: -2.15 0.36 4.85
H: -0.96 -0.85 3.14
H: 1.02 -2.43 3.90
H: 1.50 -2.43 6.44
H: 0.45 -1.06 7.85
F: -2.51 -4.08 -0.92
C: -3.64 -4.72 -0.62
C: -3.71 -5.71 0.41
C: -4.84 -6.46 0.58
C: -5.99 -6.17 -0.15
C: -6.02 -5.14 -1.10
C: -4.84 -4.42 -1.30
H: -2.76 -5.85 0.89
H: -4.89 -7.21 1.35
H: -6.87 -6.79 -0.08
H: -6.93 -4.82 -1.59
H: -4.74 -3.57 -1.97
F: 6.95 1.21 -5.22
C: 5.77 1.21 -4.53
C: 4.58 1.75 -5.01
C: 3.38 1.63 -4.32
C: 3.36 0.92 -3.16
C: 4.53 0.30 -2.67
C: 5.71 0.45 -3.34
H: 4.65 2.37 -5.90
H: 2.49 2.14 -4.64
H: 2.47 0.90 -2.55
H: 4.48 -0.28 -1.76
H: 6.62 -0.05 -3.04
F: -0.04 4.28 1.96
C: 0.93 4.30 2.92
C: 1.51 3.11 3.34
C: 2.51 3.06 4.32
C: 2.84 4.27 4.96
C: 2.20 5.45 4.66
C: 1.29 5.50 3.62
H: 1.32 2.22 2.75
H: 2.88 2.10 4.63
H: 3.60 4.18 5.71
H: 2.62 6.27 5.22
H: 0.73 6.43 3.58
F: -7.07 2.10 -0.79
C: -5.89 2.64 -0.53
C: -5.32 2.38 0.68
C: -4.07 2.99 0.99
C: -3.40 3.66 -0.02
C: -3.98 3.90 -1.29
C: -5.24 3.43 -1.45
H: -5.83 1.68 1.32
H: -3.62 2.72 1.93
H: -2.34 3.88 0.04
H: -3.46 4.32 -2.13
H: -5.61 3.44 -2.46
F: -0.45 -4.62 1.61
C: 0.13 -5.07 2.71
C: 1.48 -4.90 2.86
C: 2.15 -5.44 3.98
C: 1.36 -6.18 4.93
C: 0.02 -6.39 4.68
C: -0.62 -5.92 3.52
H: 2.11 -4.41 2.13
H: 3.21 -5.29 4.12
H: 1.89 -6.75 5.67
H: -0.61 -6.99 5.33
H: -1.66 -6.10 3.29
F: 2.74 0.46 1.00
C: 1.49 0.19 0.49
C: 0.76 1.18 -0.18
C: -0.54 0.95 -0.62
C: -1.13 -0.26 -0.31
C: -0.46 -1.20 0.41
C: 0.88 -1.03 0.76
H: 1.29 2.10 -0.35
H: -1.03 1.76 -1.14
H: -2.15 -0.40 -0.62
H: -0.97 -2.10 0.71
H: 1.46 -1.69 1.39
F: 1.07 7.55 -3.88
C: 0.59 6.37 -4.36
C: 0.78 6.01 -5.66
C: 0.30 4.79 -6.16
C: -0.35 3.91 -5.27
C: -0.50 4.22 -3.94
C: 0.01 5.44 -3.48
H: 1.20 6.73 -6.34
H: 0.38 4.60 -7.22
H: -0.81 3.01 -5.66
H: -0.85 3.42 -3.31
H: 0.00 5.62 -2.41
F: 8.00 3.37 -0.94
C: 7.31 2.91 0.15
C: 7.96 3.00 1.37
C: 7.27 2.71 2.51
C: 5.89 2.45 2.52
C: 5.22 2.39 1.34
C: 5.92 2.55 0.15
H: 9.01 3.23 1.41
H: 7.77 2.93 3.45
H: 5.26 2.52 3.39
H: 4.17 2.14 1.24
H: 5.36 2.51 -0.76
F: 6.57 -4.42 3.74
C: 5.62 -3.49 3.59
C: 5.22 -3.09 2.35
C: 4.19 -2.14 2.20
C: 3.56 -1.63 3.33
C: 3.94 -2.10 4.58
C: 5.01 -2.94 4.69
H: 5.72 -3.47 1.47
H: 3.89 -1.76 1.24
H: 2.76 -0.93 3.11
H: 3.45 -1.81 5.50
H: 5.25 -3.34 5.67
F: 0.78 -5.68 -5.23
C: 0.88 -4.55 -4.47
C: 0.18 -4.49 -3.28
C: 0.39 -3.43 -2.42
C: 1.21 -2.37 -2.83
C: 1.95 -2.45 -4.02
C: 1.77 -3.54 -4.85
H: -0.50 -5.26 -2.96
H: -0.14 -3.42 -1.48
H: 1.22 -1.51 -2.18
H: 2.47 -1.57 -4.35
H: 2.32 -3.67 -5.76
F: -2.85 2.04 -3.23
C: -2.82 1.20 -4.33
C: -2.00 0.07 -4.36
C: -2.00 -0.68 -5.54
C: -2.81 -0.37 -6.66
C: -3.67 0.71 -6.57
C: -3.67 1.51 -5.41
H: -1.38 -0.16 -3.51
H: -1.35 -1.53 -5.44
H: -2.83 -1.04 -7.50
H: -4.30 0.90 -7.43
H: -4.23 2.43 -5.35
F: -3.01 -4.44 5.06
C: -3.62 -3.43 4.48
C: -3.33 -3.10 3.12
C: -3.98 -2.02 2.50
C: -4.95 -1.29 3.21
C: -5.32 -1.71 4.50
C: -4.71 -2.82 5.10
H: -2.49 -3.51 2.57
H: -3.69 -1.73 1.50
H: -5.40 -0.45 2.70
H: -6.06 -1.20 5.09
H: -4.98 -3.09 6.11

Löwdin population analysis, charges in e, atoms 1 to 99: F 0.06; C -0.30; C -0.03; C -0.07; C -0.11; C -0.08; C 0.02; H 0.11; H 0.11; H 0.10; H 0.08; H 0.10; F 0.08; C -0.29; C -0.01; C -0.10; C -0.07; C -0.09; C -0.02; H 0.11; H 0.11; H 0.10; H 0.10; H 0.10; F 0.06; C -0.28; C -0.02; C -0.06; C -0.07; C -0.10; C -0.04; H 0.12; H 0.09; H 0.07; H 0.11; H 0.12; F 0.06; C -0.25; C -0.03; C -0.09; C -0.09; C -0.07; C -0.01; H 0.10; H 0.11; H 0.10; H 0.09; H 0.10; F 0.05; C -0.24; C -0.02; C -0.10; C -0.12; C -0.08; C -0.02; H 0.11; H 0.11; H 0.09; H 0.10; H 0.12; F 0.03; C -0.25; C -0.02; C -0.07; C -0.10; C -0.10; C -0.01; H 0.10; H 0.10; H 0.10; H 0.11; H 0.11; F 0.09; C -0.32; C -0.01; C -0.06; C -0.09; C -0.09; C -0.05; H 0.11; H 0.10; H 0.09; H 0.10; H 0.12; F 0.05; C -0.32; C -0.03; C -0.03; C -0.08; C -0.09; C 0.00; H 0.11; H 0.09; H 0.10; H 0.10; H 0.11; F 0.02; C -0.25; C -0.02